(1)
Computed, not measured: a structure of composition C36H25InN4O2S3 in a non-equilibrium geometry, with wB97M-V/def2-TZVPD.

Element x y z (Å)
In  0.2775  -0.8714  -0.4086
S  0.5905  5.0930  -0.8648
C  0.1759  6.7468  -0.9025
C  -1.1732  6.9501  -0.9132
C  -1.8978  5.7526  -0.8934
C  -1.0927  4.6298  -0.8654
C  -1.5026  3.2544  -0.8343
C  -0.5792  2.1867  -0.7714
N  -0.9479  0.9189  -0.7398
C  -2.2479  0.5701  -0.7715
C  -3.2499  1.5729  -0.8203
C  -4.6296  1.2058  -0.8344
C  -4.9980  -0.0920  -0.8126
C  -4.0183  -1.1311  -0.7841
C  -4.3887  -2.4713  -0.7777
C  -3.4234  -3.4814  -0.7646
C  -2.0720  -3.0584  -0.7546
N  -1.7159  -1.7884  -0.7567
C  -2.6379  -0.8069  -0.7640
C  -3.7981  -4.8650  -0.7537
C  -5.0740  -5.4016  -0.7348
C  -5.0814  -6.7995  -0.7105
C  -3.8232  -7.3317  -0.7121
S  -2.6068  -6.1417  -0.7433
C  -2.8556  2.9059  -0.8492
H  0.9522  7.4855  -0.9180
H  -1.6306  7.9220  -0.9339
H  -2.9716  5.7191  -0.8989
H  0.4889  2.3847  -0.7491
H  -5.3648  1.9941  -0.8580
H  -6.0379  -0.3773  -0.8182
H  -5.4386  -2.7166  -0.7829
H  -1.2721  -3.7932  -0.7474
H  -5.9724  -4.8121  -0.7365
H  -5.9784  -7.3906  -0.6905
H  -3.5490  -8.3676  -0.6961
H  -3.6174  3.6684  -0.8829
C  3.1877  4.2011  4.4792
C  2.7467  2.8887  3.9250
C  3.5690  1.7656  4.0223
C  3.1449  0.5383  3.5475
C  1.8945  0.4333  2.9626
C  1.0704  1.5366  2.8317
C  1.4937  2.7571  3.3251
S  1.4592  -1.0723  2.1388
O  1.9534  -2.2558  2.7435
O  0.0106  -1.0497  1.7892
N  2.0948  -0.8010  0.6377
C  3.1795  -1.3567  0.0170
C  4.3562  -1.7480  0.6192
C  5.4526  -2.1506  -0.1521
C  5.4042  -2.1542  -1.5210
C  4.2007  -1.8377  -2.1780
C  4.0323  -1.8660  -3.5760
C  2.8061  -1.6045  -4.1372
C  1.7193  -1.3568  -3.2973
N  1.8631  -1.2871  -1.9915
C  3.0623  -1.4776  -1.4058
H  4.2684  4.3112  4.4145
H  2.9114  4.2614  5.5342
H  2.7052  5.0271  3.9608
H  4.5502  1.8539  4.4661
H  3.7652  -0.3375  3.6376
H  0.0946  1.4260  2.3780
H  0.8469  3.6192  3.2444
H  4.4330  -1.7246  1.6932
H  6.3589  -2.4459  0.3496
H  6.2682  -2.4124  -2.1100
H  4.8771  -2.1132  -4.1985
H  2.6604  -1.6137  -5.2059
H  0.7211  -1.2175  -3.6939

The net charge is +2. The value obtained for the orbital gap is 6.5 eV. The calculation puts the total energy at -85461.0800 eV. As for the spin multiplicity: 1.

Atomic partial charges in e from the Löwdin method, atoms 1 to 5: In 1.09; S 1.07; C -0.37; C -0.15; C -0.09

(2)
Computed, not measured: a structure of composition C36H25N10RuSe, with wB97M-V/def2-TZVPD.

Element x y z (Å)
Ru  -0.9617  -0.0175  -1.1480
C  -1.6480  4.2969  -1.1545
C  -1.4458  2.9980  -1.6112
N  -1.3620  1.9888  -0.7490
C  -1.4753  2.2494  0.5773
C  -1.6837  3.5564  0.9932
N  -1.7645  4.5665  0.1362
C  -1.3683  1.0828  1.4795
C  -1.4914  1.0805  2.8547
C  -1.4186  -0.1330  3.5521
C  -1.2528  -1.3154  2.8189
C  -1.1358  -1.2533  1.4447
N  -1.1701  -0.0676  0.8209
C  -1.0312  -2.3921  0.5076
C  -0.9680  -3.7265  0.8840
N  -0.9340  -4.7100  -0.0056
C  -0.9691  -4.3880  -1.2892
C  -1.0156  -3.0619  -1.7053
N  -1.0412  -2.0776  -0.8109
C  -1.5378  -0.1657  5.0206
C  -0.9768  0.8423  5.7987
C  -1.1077  0.7610  7.1783
N  -1.7577  -0.2228  7.7890
C  -2.3008  -1.1780  7.0434
C  -2.2118  -1.2025  5.6580
H  -1.7106  5.1239  -1.8508
H  -1.3395  2.7712  -2.6630
H  -1.7867  3.7991  2.0438
H  -1.6728  1.9967  3.3989
H  -1.2105  -2.2626  3.3380
H  -0.9440  -4.0123  1.9283
H  -0.9536  -5.1942  -2.0121
H  -1.0242  -2.7900  -2.7520
H  -0.4156  1.6575  5.3598
H  -0.6691  1.5187  7.8165
H  -2.8331  -1.9592  7.5724
H  -2.6966  -1.9965  5.1042
Se  -4.8112  -0.2676  -2.1631
N  -4.7317  -0.2053  -3.9086
C  -3.4651  -0.1118  -4.2871
C  -2.9180  -0.0279  -5.6044
C  -1.5614  0.0702  -5.7048
C  -0.7228  0.0884  -4.5487
N  -1.1906  0.0090  -3.3233
C  -2.5450  -0.0875  -3.2111
N  -3.0246  -0.1562  -1.9798
H  -3.5636  -0.0410  -6.4730
H  -1.0848  0.1389  -6.6726
H  0.3516  0.1719  -4.6655
N  0.8042  0.1043  -0.9969
C  2.0603  0.1540  -0.9214
C  2.7963  -1.1290  -1.0285
C  3.8958  -1.3444  -0.1986
C  4.5740  -2.5499  -0.2786
C  4.1648  -3.5232  -1.1822
C  3.0731  -3.3004  -2.0145
C  2.3789  -2.1060  -1.9335
C  2.7300  1.4594  -0.7516
C  3.9262  1.6933  -1.4295
C  4.5461  2.9255  -1.3003
C  3.9837  3.9082  -0.4955
C  2.7968  3.6680  0.1895
C  2.1620  2.4467  0.0572
H  4.2156  -0.5792  0.4968
H  5.4312  -2.7261  0.3566
H  4.7097  -4.4552  -1.2496
H  2.7842  -4.0511  -2.7380
H  1.5541  -1.9018  -2.6068
H  4.3629  0.9227  -2.0514
H  5.4741  3.1166  -1.8213
H  4.4806  4.8631  -0.3888
H  2.3843  4.4296  0.8376
H  1.2644  2.2307  0.6241

The net charge is +3. The value obtained for the orbital gap (alpha / beta) is 5.4 / 5.4 eV. The calculation puts the relative energy (zero: lowest compared OMol25 entry of this formula, charge and spin) at 0.0 kcal per mole. The calculation puts the total energy at -120541.8155 eV. As for the spin multiplicity: 1.

Atomic partial charges in e from the Löwdin method, atoms 1 to 5: Ru 1.35; C -0.04; C -0.05; N -0.02; C -0.17